The following is a quantum chemistry calculation of C3H7NO2S as an isolated structure in a non-equilibrium geometry, from the Open Molecules 2025 dataset.

```
14
Properties=species:S:1:pos:R:3:mulliken_charge:R:1
C 1.116 -0.882 -1.285 0.738
C 2.364 -1.001 -0.549 -0.880
C -2.658 1.290 0.079 -0.785
N -0.245 0.011 -0.225 -0.621
O 0.727 -1.254 -2.335 -0.403
O -2.354 -1.282 -0.341 -0.615
S -1.860 -0.052 -0.972 0.570
H 3.146 -1.606 -1.145 0.291
H 2.094 -1.378 0.358 0.302
H 2.783 0.080 -0.294 0.272
H -2.036 1.830 0.765 0.295
H -3.533 0.915 0.634 0.284
H -3.028 2.013 -0.679 0.277
H -0.275 -0.648 0.577 0.274
```

E_HOMO   -8.8 eV
Net charge   0
Largest force on an atom   4.6 eV/Å
Energy relative to the best compared isomer or geometry (same formula, charge and spin)   88.4 kcal/mol

The following is a quantum chemistry calculation of a 6-piece molecular cluster, C32H76N4O4S2 overall in a non-equilibrium geometry, from the Open Molecules 2025 dataset.

```
118
Properties=species:S:1:pos:R:3:mulliken_charge:R:1
O 4.825 1.794 4.488 -0.545
S 5.910 0.771 4.428 0.984
O 7.294 1.143 4.769 -0.676
C 5.305 -0.708 5.311 -0.582
C 5.052 -1.820 4.252 -0.800
C 4.841 -1.213 2.942 0.066
C 5.871 -0.042 2.814 -0.750
H 4.383 -0.391 5.798 0.265
H 5.922 -1.000 6.161 0.414
H 5.747 -2.655 4.339 0.339
H 4.065 -2.200 4.516 0.343
H 3.796 -0.902 2.964 -0.195
H 4.955 -1.936 2.134 0.433
H 5.592 0.696 2.063 0.328
H 6.849 -0.408 2.503 0.376
O 1.505 1.138 7.723 -0.668
S 0.871 2.407 7.312 1.163
O 0.082 3.256 8.193 -0.663
C 2.155 3.421 6.399 -0.569
C 1.539 3.587 4.975 -0.589
C 0.024 3.342 4.987 -0.599
C -0.170 2.123 5.905 -0.501
H 3.097 2.879 6.313 0.290
H 2.310 4.365 6.920 0.362
H 1.779 4.495 4.421 0.474
H 2.032 2.957 4.235 0.112
H -0.434 3.288 4.000 0.270
H -0.465 4.155 5.523 0.330
H 0.090 1.172 5.439 0.078
H -1.068 2.198 6.518 0.504
C -0.300 -3.712 -0.688 -1.318
C -1.625 -4.313 -0.415 -0.171
N -1.765 -5.547 -1.183 0.115
C -2.939 -6.370 -0.739 -0.659
C -2.635 -7.025 0.664 -1.250
C -1.741 -5.294 -2.620 -0.482
C -3.089 -4.833 -3.262 -1.186
H 0.312 -4.572 -0.415 0.466
H 0.037 -2.913 -0.028 0.002
H 0.005 -3.471 -1.706 0.249
H -1.642 -4.732 0.591 0.309
H -2.351 -3.503 -0.489 0.257
H -3.871 -5.859 -0.979 0.426
H -3.034 -7.160 -1.484 0.476
H -2.791 -8.094 0.516 0.343
H -1.649 -7.012 1.127 0.353
H -3.190 -6.486 1.431 0.348
H -1.238 -6.220 -2.897 0.403
H -1.056 -4.510 -2.942 0.225
H -3.875 -5.587 -3.213 0.374
H -2.887 -4.670 -4.321 0.406
H -3.556 -3.884 -3.000 0.255
C 2.687 4.648 -3.850 -1.385
C 2.474 3.293 -3.160 0.074
N 1.462 3.228 -2.112 0.307
C 1.479 2.027 -1.249 0.781
C 2.791 1.754 -0.514 -1.646
C 0.191 3.737 -2.638 0.181
C -0.576 4.488 -1.555 -1.325
H 2.198 5.406 -3.238 0.326
H 2.205 4.763 -4.821 0.328
H 3.714 4.822 -4.169 0.382
H 2.243 2.498 -3.868 -0.101
H 3.448 2.920 -2.841 0.394
H 0.550 1.951 -0.684 -0.265
H 1.437 1.135 -1.874 -0.117
H 2.645 1.347 0.487 0.261
H 3.621 1.368 -1.106 0.363
H 3.285 2.676 -0.210 0.470
H -0.367 2.922 -3.098 -0.701
H 0.230 4.354 -3.536 0.515
H 0.017 5.344 -1.231 0.376
H -0.711 3.811 -0.712 0.121
H -1.524 4.853 -1.950 0.458
C 0.479 0.736 -4.888 -0.729
C -0.850 1.234 -5.386 -0.967
N -2.024 0.380 -5.308 0.169
C -2.025 -0.665 -6.378 -0.289
C -3.364 -1.443 -6.562 -1.115
C -2.405 0.204 -3.914 -0.057
C -3.088 1.469 -3.439 -0.867
H 0.803 0.742 -3.848 -0.160
H 1.276 1.301 -5.372 0.453
H 0.685 -0.305 -5.139 0.447
H -1.132 2.192 -4.948 0.471
H -0.609 1.352 -6.443 0.475
H -1.834 -0.210 -7.350 0.357
H -1.235 -1.398 -6.212 0.297
H -3.469 -2.128 -5.721 0.084
H -4.220 -0.797 -6.365 0.350
H -3.552 -2.155 -7.365 0.394
H -1.588 -0.075 -3.248 -0.010
H -3.158 -0.561 -3.727 0.254
H -4.015 1.749 -3.939 0.294
H -2.360 2.281 -3.424 0.145
H -3.358 1.271 -2.402 0.209
C 0.521 -0.864 2.655 -1.293
C -1.009 -0.961 2.573 -0.684
N -1.589 0.261 1.900 0.464
C -2.886 0.697 2.544 -0.641
C -3.375 2.025 1.805 -1.070
C -1.672 0.016 0.426 -0.132
C -2.839 -0.647 -0.011 -1.078
H 0.939 -0.927 3.660 0.561
H 0.971 0.123 2.548 0.294
H 1.035 -1.619 2.059 0.354
H -1.365 -1.915 2.185 0.168
H -1.489 -0.989 3.551 0.576
H -2.666 1.131 3.519 0.344
H -3.558 -0.006 3.038 0.492
H -3.434 1.983 0.717 0.103
H -2.615 2.793 1.946 0.216
H -4.287 2.511 2.151 0.460
H -1.497 1.029 0.065 -0.222
H -0.787 -0.537 0.110 0.220
H -3.021 -1.589 0.505 0.362
H -3.840 -0.238 0.125 0.248
H -2.865 -0.940 -1.060 0.317
```

E_HOMO   -8.1 eV
Net charge   0
Largest force on an atom   4.9 eV/Å
Energy relative to the best compared isomer or geometry (same formula, charge and spin)   10.4 kcal/mol

The following is a quantum chemistry calculation of C13H14 as an isolated structure in a non-equilibrium geometry, from the Open Molecules 2025 dataset.

```
27
Properties=species:S:1:pos:R:3:mulliken_charge:R:1
C -2.308 2.341 -0.407 -0.424
C -2.390 1.669 -1.590 -0.392
C -1.503 1.899 0.647 -0.920
C -1.647 0.500 -1.896 -0.932
C -0.728 0.800 0.385 0.449
C -0.852 0.001 -0.860 0.886
C -0.663 -1.240 1.513 -0.640
C -0.713 -1.943 0.379 -0.656
C 0.217 -0.013 1.347 -0.711
C -0.057 -1.202 -0.766 -1.326
C 1.357 -0.514 0.427 1.392
C 2.147 0.570 -0.445 -1.736
C 2.282 -1.598 0.875 -1.488
H -2.876 3.276 -0.303 0.352
H -3.128 2.041 -2.347 0.299
H -1.233 2.462 1.459 0.474
H -1.680 -0.081 -2.791 0.471
H -1.130 -1.596 2.503 0.244
H -1.045 -2.876 0.291 0.687
H 0.479 0.453 2.197 0.897
H 0.250 -1.711 -1.587 0.767
H 1.519 0.946 -1.167 0.444
H 3.098 0.073 -0.840 0.438
H 2.612 1.307 0.173 0.384
H 2.394 -2.290 0.053 0.361
H 2.153 -2.137 1.822 0.371
H 3.444 -1.136 0.926 0.308
```

E_HOMO   -8.1 eV
Net charge   0
Largest force on an atom   5.6 eV/Å
Energy relative to the best compared isomer or geometry (same formula, charge and spin)   38.3 kcal/mol

The following is a quantum chemistry calculation of C34H53As2BClF4INO8PS2Ti as an isolated structure in a non-equilibrium geometry, from the Open Molecules 2025 dataset.

```
109
Properties=species:S:1:pos:R:3:mulliken_spin:R:1
Ti 0.290 -0.461 -0.542 0.881
O -2.830 0.166 -2.344 0.000
As -2.194 1.487 -1.379 0.011
O -3.512 2.193 -0.717 0.000
O -1.189 0.731 -0.249 0.053
C -1.265 2.734 -2.532 0.002
C -1.667 4.055 -2.428 0.001
C -0.910 5.060 -3.023 -0.001
C 0.263 4.751 -3.689 0.001
C 0.654 3.422 -3.837 -0.001
C -0.115 2.428 -3.270 0.002
S 0.188 0.743 -3.724 -0.016
O 1.382 0.694 -4.518 0.000
O -1.017 0.319 -4.423 0.001
O 0.296 0.030 -2.418 0.020
H -2.328 0.079 -3.176 0.000
H -2.580 4.273 -1.886 0.000
H -1.234 6.091 -2.949 0.000
H 0.873 5.540 -4.109 0.000
H 1.545 3.141 -4.382 0.000
Cl 3.770 -0.233 6.120 0.011
C 2.789 -0.661 4.725 0.146
C 3.212 -1.665 3.891 -0.099
C 2.524 -1.927 2.715 0.275
I 2.742 -4.013 2.216 0.112
C 1.423 -1.149 2.298 0.170
O 0.972 -1.170 1.015 0.008
C 0.820 -0.335 3.308 0.065
N -0.399 0.202 3.101 0.102
C -0.991 0.901 4.063 0.009
C -0.426 1.156 5.296 0.068
C 0.861 0.674 5.532 0.186
C 1.508 -0.085 4.556 -0.106
H 4.061 -2.276 4.169 -0.003
H -1.979 1.286 3.821 0.004
H -0.957 1.729 6.046 0.009
H 1.366 0.869 6.468 0.013
O -1.292 -1.948 -0.295 -0.030
S -2.023 -1.389 0.943 0.009
C -3.767 -1.236 0.449 0.005
C -4.549 -1.850 1.600 -0.003
C -3.853 -3.182 1.887 0.000
C -2.363 -2.858 1.974 -0.007
H -3.864 -1.802 -0.479 0.000
H -3.980 -0.184 0.257 0.000
H -5.605 -1.967 1.350 0.000
H -4.482 -1.201 2.478 0.002
H -4.037 -3.868 1.056 0.000
H -4.218 -3.654 2.801 0.001
H -1.704 -3.653 1.632 0.000
H -2.064 -2.560 2.980 0.002
F 2.932 0.890 -1.579 0.008
B 2.778 1.495 -0.321 0.015
F 1.341 1.568 -0.077 -0.017
F 3.371 0.726 0.655 0.008
F 3.272 2.789 -0.330 -0.001
C 0.646 -3.139 -4.990 -0.001
C 0.099 -3.532 -3.621 0.002
C -1.351 -3.038 -3.498 0.006
P 1.069 -2.931 -2.130 0.048
C 1.002 -4.488 -1.101 -0.003
C 1.873 -5.653 -1.565 -0.004
C -0.437 -4.970 -0.880 -0.003
C 2.872 -2.917 -2.650 -0.015
C 3.227 -1.842 -3.689 0.003
C 3.686 -2.637 -1.383 0.011
H -0.070 -3.445 -5.761 0.000
H 1.595 -3.629 -5.205 0.000
H 0.780 -2.061 -5.074 0.000
H 0.101 -4.624 -3.560 0.000
H -1.428 -2.027 -3.899 -0.001
H -1.698 -3.002 -2.465 0.002
H -2.026 -3.685 -4.068 0.000
H 1.362 -4.153 -0.124 0.002
H 1.703 -5.896 -2.617 0.000
H 1.632 -6.544 -0.977 0.005
H 2.934 -5.452 -1.429 0.000
H -0.840 -5.464 -1.768 0.001
H -1.092 -4.142 -0.616 0.000
H -0.450 -5.697 -0.063 0.006
H 3.142 -3.905 -3.033 0.002
H 2.619 -0.944 -3.585 0.003
H 4.264 -1.535 -3.540 0.002
H 3.132 -2.195 -4.714 0.000
H 3.364 -1.711 -0.899 0.022
H 4.743 -2.525 -1.636 0.001
H 3.602 -3.439 -0.655 -0.004
C -2.654 4.654 3.827 0.003
C -2.667 3.749 2.601 0.003
As -0.902 3.219 1.834 -0.006
C 0.321 3.799 3.281 -0.003
C 1.733 3.262 3.024 -0.010
C -0.767 4.927 0.817 -0.002
C 0.584 5.139 0.143 0.000
H -3.670 4.924 4.132 0.000
H -2.109 5.580 3.634 0.000
H -2.172 4.164 4.674 -0.001
H -3.192 4.225 1.770 -0.001
H -3.220 2.833 2.813 -0.001
H -0.051 3.397 4.224 0.007
H 0.326 4.891 3.353 -0.002
H 1.729 2.176 2.941 0.008
H 2.412 3.530 3.838 -0.001
H 2.153 3.639 2.092 0.002
H -0.996 5.762 1.488 0.001
H -1.563 4.879 0.072 0.000
H 1.374 5.272 0.882 0.000
H 0.576 6.027 -0.497 0.000
H 0.862 4.283 -0.475 0.000
```

2S+1   3
E_HOMO (alpha / beta)   0.4 / -2.0 eV
Net charge   -2
Largest force on an atom   2.1 eV/Å
<S²>   2.027
Energy relative to the best compared isomer or geometry (same formula, charge and spin)   41.7 kcal/mol

Q: What is the formula in the first record?
A: C3H7NO2S

Q: The lowest energy relative to the best compared isomer or geometry (same formula, charge and spin) belongs to which entry?
A: C32H76N4O4S2